Run A
Density functional theory data (wB97M-V/def2-TZVPD) for a single C17H22F3N3O4 molecule.

## Properties
Gap between HOMO and LUMO in eV: 8.2
2S+1: 1
SMILES string: CCOC(=O)N1CCN(CCC(=O)Nc2ccc(OC(F)(F)F)cc2)CC1

```
49
C17H22F3N3O4 (wB97M-V/def2-TZVPD)
C 2.302 2.605 -6.933
C 2.089 3.027 -5.453
O 1.703 2.007 -4.802
C 2.979 1.266 -4.384
O 4.203 1.562 -4.701
N 2.499 0.043 -3.636
C 1.180 -0.099 -3.168
C 1.162 -1.579 -2.471
N 1.921 -1.737 -1.434
C 1.789 -2.904 -1.010
C 2.309 -3.181 0.651
C 1.021 -2.741 1.404
O 0.842 -3.247 2.425
N 0.539 -1.319 1.100
C -0.412 -0.683 1.637
C -1.177 -1.274 2.899
C -2.047 -0.370 3.366
C -2.597 0.702 2.555
O -3.662 1.570 3.121
C -4.382 1.482 4.089
F -4.922 -0.004 4.186
F -5.115 2.358 4.292
F -3.553 1.380 5.322
C -1.709 1.142 1.488
C -0.795 0.316 1.039
C 3.378 -0.832 -1.349
C 3.595 -0.761 -2.949
H 1.287 2.176 -7.260
H 2.990 2.013 -7.057
H 2.392 3.284 -7.665
H 1.291 3.635 -5.286
H 3.069 3.495 -5.246
H 0.460 0.151 -3.909
H 0.842 0.779 -2.228
H -0.023 -1.424 -2.255
H 1.285 -2.255 -3.383
H 1.071 -3.609 -0.989
H 2.585 -3.651 -1.548
H 2.426 -4.071 0.755
H 3.129 -2.469 0.802
H 1.002 -1.144 0.274
H -0.877 -2.086 3.234
H -2.638 -0.835 4.242
H -2.347 1.757 0.897
H -0.211 0.736 0.123
H 3.441 0.080 -0.947
H 4.024 -1.515 -1.095
H 3.792 -1.748 -3.491
H 4.549 -0.090 -2.931
```

***

Run B
Density functional theory data (wB97M-V/def2-TZVPD) for a single C17H22F3N3O4 molecule.

## Properties
Gap between HOMO and LUMO in eV: 9.2
2S+1: 1
SMILES string: CCOC(=O)N1CCN(CCC(=O)Nc2ccc(OC(F)(F)F)cc2)CC1

```
49
C17H22F3N3O4 (wB97M-V/def2-TZVPD)
C -1.395 -3.360 0.116
C -1.168 -1.855 0.116
O 0.129 -1.524 0.604
C 1.137 -1.581 -0.296
O 0.973 -1.705 -1.491
N 2.350 -1.488 0.293
C 2.550 -1.034 1.650
C 3.001 0.447 1.629
N 3.685 0.813 0.395
C 2.887 1.417 -0.660
C 2.173 2.699 -0.203
C 0.753 2.444 0.278
O 0.391 2.632 1.417
N -0.056 1.990 -0.724
C -1.381 1.565 -0.655
C -2.130 1.606 0.516
C -3.438 1.152 0.529
C -4.000 0.656 -0.633
O -5.320 0.166 -0.733
C -6.013 -0.086 0.353
F -6.356 1.004 1.066
F -5.396 -0.903 1.227
F -7.152 -0.682 0.012
C -3.270 0.619 -1.813
C -1.969 1.073 -1.822
C 4.457 -0.311 -0.093
C 3.555 -1.492 -0.515
H -0.707 -3.839 -0.577
H -2.414 -3.572 -0.194
H -1.235 -3.765 1.112
H -1.862 -1.352 0.791
H -1.283 -1.456 -0.897
H 3.321 -1.667 2.103
H 1.625 -1.150 2.210
H 2.145 1.100 1.779
H 3.700 0.617 2.455
H 3.600 1.678 -1.450
H 2.153 0.723 -1.098
H 2.742 3.159 0.605
H 2.127 3.402 -1.037
H 0.369 1.876 -1.635
H -1.686 1.989 1.419
H -3.992 1.196 1.453
H -3.735 0.231 -2.704
H -1.397 1.033 -2.738
H 5.069 0.011 -0.938
H 5.127 -0.616 0.713
H 4.083 -2.443 -0.375
H 3.254 -1.418 -1.561
```

***

Consider the structures shown above. The least stable of them is run A.